Entry 1:
{"formula": "C6H14O", "method": "the ωB97M-V functional and the def2-TZVPD basis", "gap_ev": 11.711, "homo_energy_ev": -10.748, "e_lumo_ev": 0.96, "relative_energy_ev": 0.944, "charge": 0, "species": ["C", "C", "C", "C", "C", "C", "H", "H", "H", "H", "H", "H", "H", "H", "H", "H", "H", "H", "O", "H", "H"], "positions_angstrom": [[-2.5456, 0.1115, -1.1287], [-1.1057, -0.3255, -0.9519], [-0.4502, -0.4160, 0.4428], [0.8953, -0.0681, -0.2489], [2.0120, 0.7219, 0.4167], [0.0528, 0.6098, -1.3473], [-3.2391, -0.6132, -0.6861], [-2.7867, 0.1914, -2.1953], [-2.7304, 1.0882, -0.6669], [-0.9550, -1.2924, -1.4496], [-0.5542, -1.3681, 0.9749], [-0.7891, 0.4085, 1.0876], [1.3114, -0.9980, -0.6555], [1.6283, 1.5050, 1.0835], [2.6188, 1.2193, -0.3495], [2.6824, 0.0687, 0.9850], [-0.1828, 1.6433, -1.0552], [0.4236, 0.6028, -2.3769], [1.4257, -1.3597, 2.8292], [0.5137, -1.2655, 2.5304], [1.7749, -0.4638, 2.7618]]}



Entry 2:
{"formula": "C30H42AsCrFN5O4Si3", "method": "the ωB97M-V functional and the def2-TZVPD basis", "spin_multiplicity": 4, "gap_ev": [7.351, 7.050], "s2": 3.80, "homo_energy_ev": [-13.729, -13.731], "e_lumo_ev": [-6.38, -6.68], "relative_energy_ev": 0.000, "charge": 2, "species": ["Cr", "C", "C", "C", "C", "N", "C", "C", "C", "C", "C", "C", "N", "C", "C", "C", "C", "C", "N", "H", "H", "H", "H", "H", "H", "H", "H", "H", "H", "H", "C", "Si", "C", "C", "As", "Si", "C", "C", "C", "Si", "C", "C", "C", "H", "H", "H", "H", "H", "H", "H", "H", "H", "H", "H", "H", "H", "H", "H", "H", "H", "H", "H", "H", "H", "H", "H", "H", "H", "H", "H", "F", "C", "C", "N", "C", "C", "O", "O", "C", "O", "N", "C", "O", "H", "H", "H", "H"], "positions_angstrom": [[-0.4795, -0.7536, -1.1134], [-1.3245, 2.7418, -3.5770], [-2.7048, 2.7295, -3.6261], [-3.3999, 1.7402, -2.9382], [-2.6894, 0.8082, -2.2115], [-1.3378, 0.8437, -2.1424], [-0.6721, 1.7780, -2.8235], [-3.3173, -0.3464, -1.5281], [-4.6743, -0.6150, -1.4485], [-5.0757, -1.8134, -0.8758], [-4.1375, -2.7253, -0.4104], [-2.7985, -2.3860, -0.4942], [-2.4341, -1.2120, -1.0196], [-1.6513, -3.2307, -0.0872], [-1.7817, -4.5064, 0.4268], [-0.6363, -5.2452, 0.6942], [0.6032, -4.6880, 0.4349], [0.6589, -3.3985, -0.0653], [-0.4373, -2.6794, -0.3089], [-0.7422, 3.4752, -4.1162], [-3.2439, 3.4656, -4.2070], [-4.4777, 1.6928, -2.9907], [0.4099, 1.7406, -2.7862], [-5.4060, 0.0783, -1.8353], [-6.1295, -2.0481, -0.8097], [-4.4541, -3.6705, 0.0046], [-2.7586, -4.9322, 0.6029], [-0.7176, -6.2482, 1.0907], [1.5181, -5.2335, 0.6159], [1.6028, -2.9166, -0.2781], [-2.9922, -0.8766, 2.7450], [-1.1697, -0.6273, 3.0639], [-0.9936, 0.4261, 4.5856], [-0.2734, -2.2446, 3.3120], [-0.1862, 0.4213, 1.1500], [2.1791, 0.5572, 1.6227], [2.4246, 0.9159, 3.4327], [2.9918, -1.0752, 1.2298], [2.8758, 1.9210, 0.5696], [-0.9578, 2.6937, 1.1513], [-0.0170, 3.6486, -0.1595], [-2.7900, 2.6688, 0.7842], [-0.6730, 3.4699, 2.8213], [-3.4126, -1.4430, 3.5808], [-3.2187, -1.4203, 1.8295], [-3.5168, 0.0797, 2.7102], [-1.3615, -0.1821, 5.4187], [-1.6073, 1.3245, 4.5510], [0.0297, 0.7121, 4.8183], [-0.7250, -2.7705, 4.1577], [0.7767, -2.0761, 3.5608], [-0.3165, -2.9069, 2.4482], [2.1338, 0.0787, 4.0687], [1.9257, 1.8155, 3.7892], [3.5003, 1.0663, 3.5719], [2.5065, -1.9123, 1.7350], [4.0201, -1.0258, 1.5999], [3.0356, -1.2608, 0.1563], [2.5432, 2.9026, 0.9093], [2.6026, 1.8042, -0.4795], [3.9674, 1.9021, 0.6464], [0.6015, 3.0321, -0.8075], [0.6408, 4.3772, 0.3177], [-0.7196, 4.2048, -0.7845], [-2.9922, 2.5240, -0.2777], [-3.2040, 3.6419, 1.0628], [-3.3314, 1.9103, 1.3507], [0.2993, 3.2469, 3.2593], [-1.4439, 3.1888, 3.5381], [-0.7302, 4.5544, 2.6915], [6.5083, -1.0246, -1.5445], [5.4990, -0.3759, -2.1092], [4.5375, -1.0174, -2.7696], [3.4805, -0.3325, -3.3579], [2.3026, -1.0429, -3.7964], [1.2189, -1.0176, -2.7467], [0.0810, -1.5185, -2.9512], [1.4230, -0.4587, -1.6137], [3.3549, 1.0365, -3.2450], [2.3572, 1.6258, -3.6238], [4.4130, 1.6696, -2.6488], [5.4863, 1.0841, -1.9654], [6.2663, 1.7359, -1.3276], [4.5505, -2.0916, -2.8907], [2.5505, -2.0763, -4.0376], [1.8947, -0.5854, -4.6977], [4.3425, 2.6775, -2.5828]]}



Entry 3:
{"formula": "C4H3F3N2OS", "method": "the ωB97M-V functional and the def2-TZVPD basis", "gap_ev": [8.611, 8.627], "homo_energy_ev": [-9.252, -9.258], "e_lumo_ev": [-0.64, -0.63], "relative_energy_ev": 3.384, "charge": 0, "species": ["C", "C", "C", "C", "N", "N", "O", "F", "F", "F", "S", "H", "H", "H"], "positions_angstrom": [[-1.0359, 1.5490, 1.1157], [-1.0817, 0.5667, 0.2021], [1.0791, -0.2148, -0.7248], [1.4600, -1.3751, 0.2432], [-2.1546, 0.2458, -0.4828], [-3.0971, 1.0364, -0.1829], [0.9067, -0.4439, -2.0025], [1.2391, -0.9022, 1.4593], [2.8960, -1.6104, 0.1460], [0.9229, -2.5520, 0.0325], [-2.7812, 2.0669, 1.0480], [-0.4210, 2.1673, 1.7418], [1.8278, 0.5732, -0.4964], [0.2399, -1.1066, -2.0992]]}



Entry 4:
{"formula": "C3H8N2O2", "method": "the ωB97M-V functional and the def2-TZVPD basis", "gap_ev": 10.335, "homo_energy_ev": -9.601, "e_lumo_ev": 0.73, "relative_energy_ev": 0.912, "charge": 0, "species": ["N", "C", "O", "N", "C", "C", "O", "H", "H", "H", "H", "H", "H", "H", "H"], "positions_angstrom": [[1.9217, 0.8304, 0.6676], [1.1075, -0.0314, 1.3429], [1.1016, -0.0818, 2.5592], [0.2016, -0.7852, 0.6179], [-0.0717, -0.6747, -0.7985], [-1.5280, -0.1981, -1.0219], [-1.7172, 1.2099, -0.8733], [1.5899, 1.3677, -0.1111], [2.7942, 1.0674, 1.1021], [-0.3969, -1.3295, 1.2274], [-0.0388, -1.6788, -1.2305], [0.4920, 0.1356, -1.2405], [-1.8816, -0.5130, -2.0020], [-2.1594, -0.6799, -0.2610], [-1.4149, 1.3615, 0.0215]]}



Entry 5:
{"formula": "C7H17MnO10S2V", "method": "the ωB97M-V functional and the def2-TZVPD basis", "spin_multiplicity": 7, "gap_ev": [3.570, 3.732], "s2": 12.12, "homo_energy_ev": [-17.768, -17.762], "e_lumo_ev": [-14.20, -14.03], "charge": 3, "species": ["O", "V", "Mn", "O", "C", "O", "O", "H", "O", "S", "O", "O", "C", "C", "C", "H", "H", "H", "H", "H", "H", "H", "H", "O", "S", "O", "O", "C", "C", "C", "H", "H", "H", "H", "H", "H", "H", "H"], "positions_angstrom": [[-4.4074, 4.0208, 0.7333], [-3.7713, 2.8993, -0.1922], [-1.1597, 0.7260, -4.5697], [-0.2695, 0.5956, -0.6713], [-1.3757, 0.9212, -1.3638], [-2.4179, 1.2255, -0.7054], [-1.3976, 1.0822, -2.5866], [-0.3386, 0.2868, 0.2351], [0.1640, -2.9820, 1.6067], [-0.0639, -3.1489, 0.1454], [-1.0929, -2.3703, -0.4682], [1.3409, -2.8859, -0.7507], [1.2906, -2.8525, -2.1500], [2.0148, -4.0689, -2.7167], [-0.2765, -4.9379, -0.4236], [1.7429, -1.9730, -2.6080], [0.3072, -3.1387, -2.5232], [3.0218, -4.1632, -2.3103], [2.2318, -4.0411, -3.7846], [1.4189, -4.9248, -2.4000], [-0.5953, -4.8460, -1.4619], [-0.8980, -5.5250, 0.2526], [0.7166, -5.3680, -0.2942], [-2.0781, 3.0951, 1.5290], [-1.1661, 2.3626, 2.4389], [-1.5187, 1.0277, 3.0148], [0.4011, 2.3102, 1.8332], [0.8478, 3.3644, 1.0283], [2.1725, 2.8853, 0.3337], [-0.8667, 3.4016, 3.8628], [1.1559, 4.1466, 1.7221], [0.0204, 3.7261, 0.4178], [2.6303, 3.7810, -0.0860], [1.9456, 2.1906, -0.4751], [2.8609, 2.4920, 1.0817], [-1.7531, 3.2162, 4.4695], [-0.8385, 4.3872, 3.3982], [0.0017, 3.0820, 4.4388]]}



Entry 6:
{"formula": "C6H8S", "method": "the ωB97M-V functional and the def2-TZVPD basis", "gap_ev": 8.172, "homo_energy_ev": -8.213, "e_lumo_ev": -0.04, "relative_energy_ev": 3.640, "charge": 0, "species": ["C", "C", "C", "S", "H", "H", "H", "H", "C", "C", "C", "H", "H", "H", "H"], "positions_angstrom": [[1.6527, -0.9416, 1.4637], [1.0591, 0.4236, 1.3545], [-0.2165, 0.5388, 1.6764], [-1.7168, 0.7590, 2.1321], [0.9041, -1.7059, 1.8125], [2.5433, -1.0575, 2.1872], [2.0042, -1.2304, 0.4176], [1.6401, 1.2463, 0.9863], [-1.1807, -1.2117, -0.9646], [-1.1627, -0.0943, -1.3374], [-1.1262, 1.0742, -2.2626], [-1.0955, -1.8569, -0.1592], [-0.0721, 1.3658, -2.2883], [-1.7229, 1.8071, -1.7457], [-1.5101, 0.8835, -3.2724]]}



Calculated largest force on an atom, 0.19; 0.22; 6.55; 2.13; 5.75; 4.58 eV/Å (same order as the records).